one:
The following is a quantum chemistry calculation of 2 unconnected molecules or ions with the total composition C4H13N2O, from OMol25.

## Properties
- HOMO energy (spin up / spin down) (eV) = -4.14 / -8.29
- <S²> = 0.7533
- 2S+1 = 2

Cartesian coordinates (Å):
C (-0.371, -2.579, -0.381)
C (-0.096, -1.179, -0.902)
C (0.909, -0.408, -0.041)
N (-0.955, 1.634, 0.952)
C (-0.448, 0.632, 1.783)
N (0.526, -0.258, 1.342)
H (-0.780, -2.553, 0.625)
H (-1.094, -3.102, -1.006)
H (0.536, -3.185, -0.358)
H (-1.028, -0.608, -0.977)
H (0.294, -1.233, -1.926)
H (1.094, 0.582, -0.465)
H (1.869, -0.927, -0.068)
H (-1.753, 2.135, 1.284)
H (-0.467, 1.979, 0.141)
H (-0.832, 0.557, 2.784)
H (0.704, -1.063, 1.913)
H (1.323, 3.329, -1.219)
H (0.089, 3.360, -2.119)
O (0.479, 2.886, -1.365)

two:
The following is a quantum chemistry calculation of a single C4H13N2O molecule, from OMol25.

## Properties
- HOMO energy (spin up / spin down) (eV) = -3.35 / -9.56
- <S²> = 0.7505
- 2S+1 = 2

Cartesian coordinates (Å):
N (-0.675, 0.632, 1.913)
C (-0.264, -0.138, 0.687)
C (0.679, -1.291, 1.026)
O (0.365, -1.784, 2.300)
C (0.196, 0.793, -0.433)
N (0.402, 0.010, -1.649)
C (-0.427, 0.478, -2.786)
H (-0.304, 1.609, 1.890)
H (-1.740, 0.738, 1.979)
H (-0.353, 0.182, 2.788)
H (-1.198, -0.567, 0.329)
H (0.579, -2.014, 0.218)
H (1.712, -0.938, 0.964)
H (0.987, -2.485, 2.537)
H (1.085, 1.350, -0.141)
H (-0.587, 1.550, -0.540)
H (1.380, 0.095, -1.888)
H (-0.224, 1.530, -3.025)
H (-0.140, -0.097, -3.655)
H (-1.473, 0.347, -2.515)

one is favored, and the nearest alternative lies 1.911 eV above it.

one:
The following is a quantum chemistry calculation of 2 unconnected molecules or ions with the total composition C3H7NO, from OMol25.

## Properties
- charge = +1
- HOMO energy (spin up / spin down) (eV) = -13.39 / -13.13
- <S²> = 0.7595
- 2S+1 = 2

Cartesian coordinates (Å):
C (-1.418, -1.503, -0.418)
N (-2.618, -1.658, -0.083)
H (-1.190, -0.984, -1.334)
H (-0.606, -1.859, 0.343)
H (-2.715, -2.178, 0.778)
C (2.257, 1.733, -0.114)
C (1.573, 0.666, 0.277)
O (0.114, 0.743, 0.297)
H (3.416, 1.554, -0.124)
H (1.922, 2.670, -0.281)
H (2.205, -0.004, 0.959)
H (-0.083, 1.091, -0.604)

two:
The following is a quantum chemistry calculation of a gas-phase ion, C3H7NO (charge +1), from OMol25.

## Properties
- charge = +1
- HOMO energy (spin up / spin down) (eV) = -16.25 / -16.04
- <S²> = 0.7648
- 2S+1 = 2

Cartesian coordinates (Å):
C (-0.970, -0.624, 0.627)
N (0.124, -0.007, 0.000)
C (0.053, -0.478, -1.519)
C (0.889, 1.061, 0.878)
O (-1.856, -1.181, 0.094)
H (-1.100, -0.746, 1.841)
H (-1.077, -0.627, -1.770)
H (0.598, 0.348, -2.001)
H (0.333, -1.564, -1.572)
H (0.256, 2.018, 0.867)
H (0.745, 0.724, 1.972)
H (2.002, 1.074, 0.583)

two is favored, and the nearest alternative lies 1.667 eV above it.

one:
The following is a quantum chemistry calculation of a single C8H14N2O4 molecule, from OMol25.

## Properties
- HOMO energy (eV) = -9.61
- structure (SMILES) = N[C@@H](CO)C(=O)N1CCC[C@H]1C(=O)O

Cartesian coordinates (Å):
N (-1.307, -1.459, 0.550)
C (-1.109, -1.170, -0.860)
C (-2.252, -1.575, -1.751)
O (-2.580, -2.923, -1.440)
C (-0.751, 0.239, -1.107)
O (-1.468, 1.069, -1.686)
N (0.331, 0.728, -0.411)
C (0.751, 2.077, -0.697)
C (2.061, 2.310, 0.096)
C (2.647, 0.903, 0.203)
C (1.375, 0.054, 0.391)
C (1.063, 0.068, 1.924)
O (1.785, -0.542, 2.712)
O (0.004, 0.750, 2.299)
H (-1.374, -2.475, 0.723)
H (-2.124, -1.034, 0.910)
H (-0.210, -1.787, -1.142)
H (-1.963, -1.329, -2.791)
H (-3.103, -0.972, -1.457)
H (-1.916, -3.471, -1.884)
H (0.956, 2.206, -1.776)
H (-0.069, 2.720, -0.388)
H (1.799, 2.706, 1.116)
H (2.734, 3.090, -0.431)
H (3.300, 0.729, 1.058)
H (3.145, 0.611, -0.725)
H (1.453, -1.011, 0.151)
H (-0.429, 0.871, 1.385)

two:
The following is a quantum chemistry calculation of a single C8H14N2O4 molecule, from OMol25.

## Properties
- HOMO energy (eV) = -8.53
- structure (SMILES) = N[C@@H](CO)C(=O)N1CCC[C@H]1C(=O)O

Cartesian coordinates (Å):
N (-2.148, 0.170, 1.750)
C (-2.308, -0.282, 0.264)
C (-2.599, 0.797, -0.748)
O (-1.450, 1.639, -0.805)
C (-1.128, -1.134, -0.265)
O (-1.375, -2.081, -0.974)
N (0.227, -0.915, 0.097)
C (1.231, -1.747, -0.572)
C (2.556, -1.099, -0.183)
C (2.229, -0.305, 1.052)
C (0.835, 0.201, 0.746)
C (1.115, 1.394, -0.473)
O (1.035, 1.077, -1.578)
O (1.478, 2.487, 0.220)
H (-1.980, 1.256, 1.744)
H (-2.759, -0.093, 2.458)
H (-3.156, -1.048, 0.015)
H (-2.855, 0.270, -1.679)
H (-3.474, 1.361, -0.475)
H (-1.148, 1.667, -1.638)
H (1.057, -1.831, -1.662)
H (1.128, -2.832, -0.299)
H (2.908, -0.529, -1.032)
H (3.396, -1.838, -0.213)
H (3.012, 0.460, 1.195)
H (2.126, -0.964, 1.919)
H (0.291, 0.713, 1.562)
H (1.756, 3.207, -0.425)

one is favored, and the nearest alternative lies 1.490 eV above it.

one:
The following is a quantum chemistry calculation of a gas-phase ion, CH7N2Si (charge +1), from OMol25.

## Properties
- charge = +1
- HOMO energy (eV) = -15.45
- structure (SMILES) = [NH2+]=CN[SiH3]

Cartesian coordinates (Å):
N (1.635, -0.636, -0.162)
C (1.188, 0.606, 0.037)
N (-0.079, 0.884, 0.181)
Si (-1.581, -0.210, 0.011)
H (2.666, -0.756, -0.209)
H (1.134, -1.441, -0.528)
H (1.983, 1.382, 0.171)
H (-0.185, 1.941, 0.375)
H (-2.569, 0.782, -0.560)
H (-1.040, -1.190, -0.894)
H (-1.542, -0.701, 1.494)

two:
The following is a quantum chemistry calculation of 2 unconnected molecules or ions with the total composition CH7N2Si, from OMol25.

## Properties
- charge = +1
- HOMO energy (eV) = -14.11

Cartesian coordinates (Å):
C (0.425, 0.746, 0.496)
N (0.579, 1.549, 1.501)
N (-0.231, -0.319, 0.238)
Si (-0.031, -1.325, -1.222)
H (1.042, 1.117, -0.432)
H (1.076, 2.363, 1.389)
H (0.128, 1.273, 2.397)
H (-0.924, -0.714, 0.820)
H (-2.263, -1.515, -1.783)
H (0.964, -0.503, -1.990)
H (0.452, -2.449, -0.401)

one is favored, and the nearest alternative lies 2.761 eV above it.

one:
The following is a quantum chemistry calculation of 2 unconnected molecules or ions with the total composition C4H11NO2, from OMol25.

## Properties
- charge = -1
- HOMO energy (spin up / spin down) (eV) = 0.95 / -5.96
- <S²> = 0.7504
- 2S+1 = 2

Cartesian coordinates (Å):
C (-0.608, 1.291, -0.057)
C (-1.030, 1.353, -1.510)
C (0.775, 0.507, 0.037)
N (0.960, -0.270, 1.120)
C (2.284, -0.908, 1.282)
O (1.662, 0.697, -0.811)
H (-1.285, 0.573, 0.493)
H (-0.623, 2.263, 0.451)
H (-2.056, 1.683, -1.567)
H (-0.368, 1.815, -2.236)
H (-1.062, 0.314, -1.925)
H (0.276, -0.460, 1.843)
H (2.221, -1.990, 1.518)
H (2.952, -0.269, 1.958)
H (2.876, -0.852, 0.287)
H (-1.822, -1.507, 0.146)
H (-2.555, -2.188, -0.948)
O (-2.598, -2.053, -0.082)

two:
The following is a quantum chemistry calculation of 3 unconnected molecules or ions with the total composition C4H11NO2, from OMol25.

## Properties
- charge = -1
- HOMO energy (spin up / spin down) (eV) = 0.17 / -2.72
- <S²> = 0.7671
- 2S+1 = 2

Cartesian coordinates (Å):
C (-1.013, 1.743, -1.320)
C (-0.135, 1.307, -0.177)
C (0.068, 0.040, 0.253)
N (0.824, -0.255, 1.365)
C (0.526, -1.316, 2.101)
H (-0.448, 1.682, -2.269)
H (-1.307, 2.785, -1.214)
H (-1.855, 1.053, -1.319)
H (0.539, 2.032, 0.286)
H (-0.595, -0.731, -0.158)
H (0.150, -2.315, 1.855)
H (0.788, -1.282, 3.169)
H (-2.919, -2.911, 1.026)
H (-2.597, -1.558, 0.517)
O (-2.697, -2.056, 1.348)
H (3.678, 1.069, -1.240)
H (3.132, 0.387, -2.406)
O (3.862, 0.327, -1.817)

one is favored, and the nearest alternative lies 1.266 eV above it.

one:
The following is a quantum chemistry calculation of a gas-phase ion, C4H8O2 (charge -2), from OMol25.

## Properties
- charge = -2
- HOMO energy (eV) = 1.41
- structure (SMILES) = [O-]CCCC[O-]

Cartesian coordinates (Å):
O (-1.808, 2.008, -1.221)
C (-1.391, 1.558, -0.092)
C (-0.092, 0.604, -0.281)
C (0.159, -0.550, 0.678)
C (1.311, -1.386, 0.082)
O (1.779, -2.310, 0.869)
H (-1.064, 2.556, 0.426)
H (-2.300, 1.133, 0.420)
H (0.791, 1.201, -0.368)
H (-0.216, 0.299, -1.317)
H (0.484, -0.125, 1.583)
H (-0.699, -1.229, 0.753)
H (2.191, -0.680, -0.213)
H (1.121, -2.089, -0.791)

two:
The following is a quantum chemistry calculation of a gas-phase ion, C4H8O2 (charge -2), from OMol25.

## Properties
- charge = -2
- HOMO energy (eV) = 0.92
- structure (SMILES) = [O-]CCCC[O-]

Cartesian coordinates (Å):
O (1.534, -2.085, 1.844)
C (1.327, -1.370, 0.701)
C (0.083, -0.500, 0.570)
C (-0.051, 0.515, -0.635)
C (-1.335, 1.368, -0.621)
O (-1.131, 2.441, -1.646)
H (2.285, -0.921, 0.408)
H (1.162, -2.103, -0.200)
H (-0.914, -0.995, 0.487)
H (-0.007, -0.075, 1.578)
H (0.703, 1.223, -0.377)
H (0.154, 0.006, -1.620)
H (-1.541, 1.853, 0.338)
H (-2.269, 0.644, -0.825)

two is favored, and the nearest alternative lies 0.486 eV above it.